Formula: C20H12BF4N2O4S3Ta
Source: the OMol25 dataset
Level of theory: wB97M-V/def2-TZVPD

Results
**Kohn-Sham gap**: 4.798 eV
**Calculated total energy**: -77701.3470 eV
**LUMO**: -8.919 eV
**Net charge**: +2

Cartesian coordinates (Å):
Ta -0.12022 0.38881 -1.84859
S -5.75130 0.61350 2.54899
C -7.19924 0.95045 1.73335
C -7.00231 1.21747 0.40813
C -5.64087 1.13790 0.05265
C -4.82494 0.81830 1.11132
C -3.38101 0.66303 1.10965
C -2.69591 0.48565 -0.10316
N -1.37158 0.34828 -0.15780
C -0.62795 0.32832 0.98690
C -1.22516 0.47089 2.23372
C -0.38348 0.38123 3.40139
C 0.93527 0.11478 3.29394
C 1.55321 -0.08349 2.00578
C 2.89020 -0.45522 1.81803
C 3.41565 -0.69273 0.54893
C 2.54773 -0.51384 -0.53761
N 1.27348 -0.15031 -0.37734
C 0.75912 0.05914 0.87370
C 4.79002 -1.10265 0.31621
C 5.30380 -1.73890 -0.78735
C 6.68253 -2.01183 -0.67613
C 7.19412 -1.57269 0.51164
S 6.02248 -0.83010 1.48829
C -2.61172 0.66010 2.27036
H -8.13443 0.93249 2.27070
H -7.80093 1.46022 -0.27554
H -5.28605 1.33756 -0.95003
H -3.22378 0.43630 -1.04681
H -0.83710 0.50985 4.37529
H 1.54994 0.02648 4.18006
H 3.52792 -0.59230 2.68412
H 2.88902 -0.66028 -1.55499
H 4.70802 -2.04155 -1.63892
H 7.26772 -2.51466 -1.43043
H 8.21354 -1.64233 0.85775
H -3.09953 0.79550 3.22889
O -0.54272 -1.97872 -1.44883
S -0.73340 -1.77372 -2.89616
O 0.58041 -0.94372 -3.19081
O -1.64564 -0.49353 -2.84292
O -1.07897 -2.76971 -3.80668
F 0.10152 2.20111 -1.55257
B 0.77370 2.09029 -4.33892
F 0.97940 2.90071 -5.30789
F -0.46468 1.68772 -3.96464
F 1.72411 1.54623 -3.57570